# C29H38IN7Pd

A structure of composition C29H38IN7Pd (the ωB97M-V functional and the def2-TZVPD basis, the Open Molecules 2025 dataset).

ORCA input file:
```
! RIJCOSX wB97M-V def2-TZVPD def2/J DEFGRID3
* xyz 0 1
Pd -0.474 -0.039 -0.410
C 3.547 -0.268 1.362
C 2.914 1.022 1.904
C 1.841 1.625 0.978
N 0.522 1.098 1.228
C -0.198 1.487 2.254
C 0.214 2.539 3.109
C -0.283 3.023 4.303
C -1.334 2.569 5.082
C -2.179 1.516 4.767
C -2.235 0.739 3.628
C -1.463 0.729 2.434
N -1.810 -0.019 1.421
C -3.010 -0.813 1.432
C -3.189 -1.511 0.093
C -2.013 -2.435 -0.241
N -1.186 -1.870 -1.298
C 0.063 -2.347 -1.505
C 0.479 -2.491 -2.827
C 1.555 -3.207 -3.346
C 2.401 -4.085 -2.695
C 2.429 -4.381 -1.326
C 1.822 -3.726 -0.285
C 0.949 -2.597 -0.343
N 0.791 -1.705 0.593
C 1.458 -1.775 1.875
C 2.984 -1.587 1.901
H 4.611 -0.266 1.614
H 3.486 -0.253 0.272
H 3.702 1.769 2.025
H 2.488 0.844 2.895
H 2.094 1.389 -0.055
H 1.869 2.720 1.057
H 1.084 3.075 2.754
H 0.261 3.869 4.711
H -1.503 3.075 6.025
H -2.930 1.277 5.513
H -3.024 0.000 3.649
H -3.893 -0.185 1.620
H -2.970 -1.575 2.225
H -3.257 -0.758 -0.697
H -4.119 -2.082 0.114
H -2.409 -3.378 -0.642
H -1.452 -2.682 0.671
H -0.185 -2.015 -3.539
H 1.680 -3.147 -4.421
H 3.087 -4.643 -3.320
H 3.086 -5.195 -1.039
H 2.076 -4.062 0.714
H 1.241 -2.744 2.345
H 1.008 -1.006 2.503
H 3.463 -2.402 1.353
H 3.280 -1.684 2.949
I 2.894 1.539 -5.867
C 2.424 0.726 -4.015
C 3.212 -0.125 -3.275
N 2.527 -0.365 -2.142
N 1.349 0.264 -2.116
C 1.266 0.936 -3.247
H 4.175 -0.555 -3.485
H 2.761 -1.005 -1.401
H 0.392 1.522 -3.472
C -3.310 2.582 -0.546
C -2.424 2.271 -1.783
C -1.830 3.600 -2.298
C -3.300 1.635 -2.881
N -1.392 1.399 -1.416
H -4.134 3.243 -0.820
H -2.703 3.060 0.224
H -3.708 1.653 -0.139
H -2.629 4.320 -2.479
H -1.282 3.440 -3.227
H -1.141 4.004 -1.557
H -4.103 2.313 -3.168
H -3.725 0.700 -2.517
H -2.691 1.411 -3.758
*
```

Summary:
LUMO energy (alpha / beta) = -1.2 / -1.2 eV
relative energy (zero: lowest compared OMol25 entry of this formula, charge and spin) = 133.0 kJ/mol


# C9H21GaI2N3O2S

A structure of composition C9H21GaI2N3O2S (the ωB97M-V functional and the def2-TZVPD basis, the Open Molecules 2025 dataset).

ORCA input file:
```
! RIJCOSX wB97M-V def2-TZVPD def2/J DEFGRID3
* xyz -1 1
C -2.792 1.455 -0.482
C -2.680 0.721 -1.804
I -3.606 1.916 -3.340
C -1.236 0.236 -2.077
I -0.848 -0.168 -4.153
Ga 0.324 1.298 -1.279
C 0.431 1.133 0.734
C 0.604 -0.347 1.082
C 0.555 -0.611 2.583
C 0.878 -2.054 3.033
N 1.532 -2.904 2.014
C 0.896 -4.090 1.652
N 1.414 -5.254 1.605
N -0.456 -3.913 1.322
S 0.354 3.552 -1.937
C 1.843 3.766 -2.908
O 0.503 4.437 -0.778
O -0.744 3.902 -2.842
H -3.843 1.651 -0.271
H -2.409 0.828 0.322
H -2.283 2.416 -0.507
H -3.333 -0.150 -1.768
H -1.177 -0.748 -1.613
H 1.678 0.666 -1.870
H -0.433 1.560 1.244
H 1.306 1.690 1.078
H 1.536 -0.703 0.649
H -0.214 -0.914 0.620
H 1.229 0.077 3.096
H -0.448 -0.353 2.926
H -0.031 -2.543 3.373
H 1.544 -2.022 3.894
H 2.493 -3.084 2.250
H 2.372 -5.239 1.934
H -0.710 -4.623 0.649
H -0.577 -3.011 0.880
H 1.870 4.804 -3.231
H 2.699 3.501 -2.298
H 1.756 3.122 -3.780
*
```

Summary:
LUMO energy = 2.5 eV
relative energy (zero: lowest compared OMol25 entry of this formula, charge and spin) = 0.0 kJ/mol


# C15H10Cl4N2O5Re

A structure of composition C15H10Cl4N2O5Re (the ωB97M-V functional and the def2-TZVPD basis, the Open Molecules 2025 dataset).

ORCA input file:
```
! RIJCOSX wB97M-V def2-TZVPD def2/J DEFGRID3
* xyz 2 2
Re 1.281 0.853 -0.135
Cl -0.942 -2.601 -5.486
C -0.547 -1.358 -4.434
C -0.782 0.007 -4.837
Cl -1.454 0.318 -6.361
C -0.465 1.045 -3.997
Cl -0.706 2.678 -4.395
C 0.098 0.735 -2.730
O 0.443 1.618 -1.864
C 0.319 -0.630 -2.338
O 0.849 -0.757 -1.123
C 0.007 -1.671 -3.174
Cl 0.290 -3.276 -2.680
N 1.896 -0.513 1.423
C 0.780 -0.779 2.342
C 0.879 -1.592 3.432
C -0.243 -1.786 4.265
C -1.429 -1.163 3.991
C -1.548 -0.314 2.865
C -2.730 0.380 2.522
C -2.752 1.196 1.421
C -1.600 1.325 0.644
N -0.474 0.682 0.932
C -0.427 -0.132 2.038
H 2.697 -0.168 1.953
H 2.198 -1.392 0.999
H 1.814 -2.089 3.667
H -0.153 -2.432 5.126
H -2.288 -1.308 4.633
H -3.611 0.265 3.140
H -3.639 1.747 1.142
H -1.579 1.965 -0.229
O 3.060 0.970 -1.398
H 3.108 1.680 -2.057
H 3.963 0.731 -1.151
O 1.710 2.337 0.667
O 1.977 3.430 1.186
*
```

Summary:
LUMO energy (alpha / beta) = -7.7 / -9.1 eV
relative energy (zero: lowest compared OMol25 entry of this formula, charge and spin) = 3.8 kJ/mol
expectation value of S² = 1.011


# C5H9N2O2

A structure of composition C5H9N2O2 (the ωB97M-V functional and the def2-TZVPD basis, the Open Molecules 2025 dataset).

ORCA input file:
```
! RIJCOSX wB97M-V def2-TZVPD def2/J DEFGRID3
* xyz 1 1
C -1.413 0.090 0.495
C 0.304 1.007 -1.092
C 0.903 0.999 0.308
C -0.269 -0.341 -1.535
C -0.012 0.147 1.257
N -1.051 -0.978 -0.477
N 0.484 -1.157 1.391
O -2.394 0.701 0.484
O -0.536 -1.956 0.145
H -0.658 1.575 -1.242
H 1.009 1.370 -1.696
H 1.809 0.523 0.201
H 0.877 1.978 0.601
H -1.037 -0.385 -2.448
H 0.580 -0.897 -1.790
H -0.371 0.533 2.168
H 0.431 -1.726 2.215
H 1.344 -1.483 1.015
*
```

Summary:
LUMO energy (alpha / beta) = -5.3 / -5.3 eV
relative energy (zero: lowest compared OMol25 entry of this formula, charge and spin) = 659.4 kJ/mol


# C30H26N7O11PTeW

A structure of composition C30H26N7O11PTeW (the ωB97M-V functional and the def2-TZVPD basis, the Open Molecules 2025 dataset).

ORCA input file:
```
! RIJCOSX wB97M-V def2-TZVPD def2/J DEFGRID3
* xyz 2 1
W 0.018 0.293 -0.640
C -0.149 10.425 8.742
O -0.132 9.037 9.011
C -0.151 8.156 8.031
C -0.186 8.472 6.658
C -0.205 7.468 5.727
C -0.188 6.115 6.118
C -0.159 5.797 7.487
C -0.141 6.796 8.422
C -0.201 5.131 5.078
N -0.226 5.450 3.795
C -0.238 4.292 3.119
C -0.221 3.205 4.013
N -0.195 3.768 5.251
C -0.222 1.862 3.564
C -0.170 0.740 4.397
C -0.178 -0.528 3.834
C -0.199 -0.650 2.455
N -0.218 0.402 1.620
C -0.239 1.664 2.151
C -0.191 2.772 1.235
N -0.030 2.511 -0.102
C 0.118 3.559 -0.931
C 0.090 4.885 -0.525
C -0.071 5.171 0.819
C -0.194 4.106 1.710
H -0.149 10.917 9.713
H -1.048 10.712 8.187
H 0.736 10.729 8.174
H -0.196 9.498 6.333
H -0.234 7.686 4.672
H -0.152 4.769 7.815
H -0.117 6.581 9.477
H -0.162 3.280 6.132
H -0.106 0.864 5.465
H -0.154 -1.409 4.452
H -0.184 -1.628 1.973
H 0.276 3.320 -1.982
H 0.219 5.665 -1.257
H -0.067 6.179 1.204
O 7.705 -1.395 -1.038
N 7.296 -0.616 -0.221
O 7.946 0.015 0.570
C 5.838 -0.408 -0.181
C 5.328 0.512 0.722
C 3.956 0.765 0.719
C 3.088 0.063 -0.137
O 1.770 0.313 -0.174
C 3.628 -0.958 -0.961
C 5.020 -1.147 -1.015
N 2.775 -1.800 -1.683
O 3.195 -2.594 -2.494
O 1.501 -1.726 -1.407
N 3.405 1.714 1.621
O 2.246 2.096 1.390
O 4.052 2.067 2.577
H 5.986 1.029 1.407
H 5.436 -1.877 -1.694
C -1.306 -3.417 -2.072
C -0.974 -3.073 -0.635
O -1.019 -1.623 -0.378
P -2.399 -0.734 -1.014
O -1.794 0.630 -0.472
Te -0.072 0.527 -3.129
O -3.322 -1.148 0.233
C -4.758 -1.046 0.219
C -5.235 0.249 -0.403
H -1.129 -4.478 -2.228
H -0.669 -2.870 -2.766
H -2.349 -3.207 -2.298
H 0.048 -3.388 -0.400
H -1.676 -3.546 0.058
H -5.050 -1.106 1.271
H -5.166 -1.910 -0.313
H -4.806 1.101 0.122
H -6.318 0.311 -0.347
H -4.938 0.283 -1.451
*
```

Summary:
LUMO energy (alpha / beta) = -8.0 / -8.0 eV


# C27H31N10O2PPt

A structure of composition C27H31N10O2PPt (the ωB97M-V functional and the def2-TZVPD basis, the Open Molecules 2025 dataset).

ORCA input file:
```
! RIJCOSX wB97M-V def2-TZVPD def2/J DEFGRID3
* xyz 2 3
Pt 10.674 8.297 17.709
C 6.395 5.891 19.837
N 7.565 6.081 18.989
C 8.013 5.237 17.954
C 9.097 5.806 17.374
N 9.278 7.032 18.061
C 8.392 7.195 19.022
P 8.338 8.646 20.296
C 8.395 9.825 18.917
N 9.245 9.774 17.869
C 9.027 10.881 17.055
C 7.986 11.600 17.568
N 7.584 10.959 18.768
C 6.577 11.396 19.726
C 10.218 8.565 20.543
N 11.132 8.657 19.591
C 12.421 8.757 20.141
C 12.268 8.760 21.510
N 10.884 8.608 21.773
C 10.169 8.533 23.069
H 5.961 4.900 19.586
H 6.692 5.860 20.881
H 5.667 6.697 19.636
H 7.525 4.326 17.679
H 9.675 5.455 16.500
H 9.587 11.073 16.126
H 7.517 12.489 17.184
H 6.041 12.269 19.306
H 5.857 10.584 19.921
H 7.085 11.697 20.679
H 13.330 8.864 19.571
H 13.030 8.797 22.245
H 10.937 8.657 23.858
H 9.428 9.360 23.125
H 9.654 7.529 23.160
O 12.280 9.744 17.369
C 12.481 10.396 16.281
O 11.812 10.425 15.240
C 13.749 11.314 16.331
N 14.016 11.729 14.891
C 15.251 11.060 14.371
C 15.788 10.210 15.541
C 15.042 10.698 16.799
H 13.505 12.218 16.946
H 14.101 12.733 14.829
H 13.150 11.427 14.399
H 15.994 11.816 14.013
H 14.969 10.417 13.516
H 16.888 10.290 15.623
H 15.556 9.141 15.393
H 15.649 11.498 17.298
H 14.896 9.897 17.535
N 14.319 4.950 8.089
C 13.747 5.334 9.048
C 13.134 5.763 10.225
C 13.373 5.100 11.416
C 12.827 5.585 12.605
C 11.958 6.679 12.549
C 11.741 7.344 11.356
C 12.317 6.884 10.191
N 11.184 7.103 13.713
C 9.834 7.541 13.619
C 9.490 8.005 14.844
N 10.594 7.825 15.710
C 11.585 7.298 14.991
H 13.992 4.207 11.441
H 12.981 5.074 13.543
H 11.100 8.216 11.327
H 12.155 7.408 9.261
H 9.243 7.521 12.713
H 8.537 8.367 15.170
H 12.569 7.119 15.380
*
```

Summary:
LUMO energy (alpha / beta) = -4.8 / -5.3 eV
relative energy (zero: lowest compared OMol25 entry of this formula, charge and spin) = 0.0 kJ/mol
expectation value of S² = 2.007